Arrangement a

Entry from the OMol25 dataset: a cluster of 2 separate species, C3H10N2S in total (ωB97M-V/def2-TZVPD).

Results
- E_HOMO: -8.71 eV
- Multiplicity: 1
- Charge: 0
- Gap between HOMO and LUMO: 0.2257 hartree

Each atom is followed by the atoms it is bonded to, with distances in Å.
Atoms and positions in Å:
1 N -1.271 0.814 0.825  C2 1.291, H9 1.020
2 C -0.413 0.915 -0.134  N1 1.291, C3 1.700, C5 1.553, H10 1.098
3 C 1.154 1.020 0.517  C2 1.700, S4 1.710, H11 1.091, H12 1.092
4 S 2.356 0.344 -0.495  C3 1.710
5 C -0.444 -0.409 -0.944  C2 1.553, N6 1.473, H13 1.104, H14 1.095
6 N -1.787 -0.595 -1.521  C5 1.473, H15 1.010, H16 1.008
7 H 2.160 -2.605 2.243  H8 0.742
8 H 2.310 -1.904 2.050  H7 0.742
9 H -1.758 1.689 1.021  N1 1.020
10 H -0.547 1.731 -0.857  C2 1.098
11 H 1.123 0.485 1.467  C3 1.091
12 H 1.279 2.102 0.594  C3 1.092
13 H 0.257 -0.312 -1.792  C5 1.104
14 H -0.103 -1.199 -0.267  C5 1.095
15 H -1.869 -1.507 -1.948  N6 1.010
16 H -2.447 -0.570 -0.759  N6 1.008

Arrangement b

Entry from the OMol25 dataset: an isolated molecule of C3H10N2S (ωB97M-V/def2-TZVPD).

Results
- E_HOMO: -8.95 eV
- Multiplicity: 1
- Charge: 0
- Gap between HOMO and LUMO: 0.3582 hartree
- SMILES string: NC[C@@H](N)CS

Each atom is followed by the atoms it is bonded to, with distances in Å.
Atoms and positions in Å:
1 N 0.179 1.239 -0.899  C2 1.481, H7 1.062, H9 1.006
2 C -0.233 0.241 0.116  N1 1.481, C3 1.558, C5 1.494, H10 1.116
3 C -1.008 -0.895 -0.617  C2 1.558, S4 1.779, H11 1.207, H12 1.068
4 S -2.271 -0.293 -1.715  C3 1.779, H8 1.346
5 C 0.965 -0.221 0.879  C2 1.494, N6 1.403, H13 1.112, H14 1.066
6 N 1.813 0.698 1.515  C5 1.403, H15 1.039, H16 0.964
7 H 0.949 0.751 -1.444  N1 1.062
8 H -3.211 -1.230 -1.494  S4 1.346
9 H -0.580 1.304 -1.557  N1 1.006
10 H -0.801 0.846 0.862  C2 1.116
11 H -1.429 -1.725 0.151  C3 1.207
12 H -0.199 -1.376 -1.125  C3 1.068
13 H 0.656 -1.059 1.542  C5 1.112
14 H 1.599 -0.642 0.133  C5 1.066
15 H 1.561 0.801 2.518  N6 1.039
16 H 2.009 1.562 1.134  N6 0.964

Name the most stable of them. arrangement b.

Arrangement a

Entry from the OMol25 dataset: a cluster of 4 separate species, C4H16O4 in total (ωB97M-V/def2-TZVPD).

Results
- E_HOMO: -10.48 eV
- Multiplicity: 1
- Charge: 0
- Gap between HOMO and LUMO: 0.4035 hartree
- SMILES string: CC[C@H](C)O.O.O.O

Each atom is followed by the atoms it is bonded to, with distances in Å.
Atoms and positions in Å:
1 C 1.855 1.083 0.234  C2 1.581, H6 1.099, H7 1.103, H8 1.086
2 C 0.363 0.832 0.692  C1 1.581, C3 1.508, H9 1.101, H10 1.111
3 C -0.563 0.563 -0.467  C2 1.508, C4 1.559, O5 1.480, H11 1.097
4 C -1.480 -0.683 -0.279  C3 1.559, H12 1.084, H13 1.066, H14 1.105
5 O 0.152 0.340 -1.744  C3 1.480, H15 0.954
6 H 1.932 1.931 -0.461  C1 1.099
7 H 2.224 0.148 -0.219  C1 1.103
8 H 2.478 1.401 1.064  C1 1.086
9 H 0.402 -0.040 1.363  C2 1.101
10 H -0.057 1.654 1.312  C2 1.111
11 H -1.006 1.451 -0.937  C3 1.097
12 H -2.063 -0.649 -1.192  C4 1.084
13 H -0.971 -1.615 -0.188  C4 1.066
14 H -2.112 -0.538 0.615  C4 1.105
15 H 1.036 0.014 -1.593  O5 0.954
16 H 0.484 -2.526 1.472  O18 0.970
17 H 1.703 -2.663 0.490  O18 1.012
18 O 1.434 -2.344 1.413  H16 0.970, H17 1.012
19 H -0.580 -2.374 -3.781  O21 0.961
20 H -0.161 -1.341 -2.794  O21 0.988
21 O 0.227 -2.005 -3.414  H19 0.961, H20 0.988
22 H -1.789 3.245 2.618  O24 0.952
23 H -1.422 1.716 2.853  O24 0.955
24 O -2.084 2.399 2.943  H22 0.952, H23 0.955

Arrangement b

Entry from the OMol25 dataset: a cluster of 4 separate species, C4H16O4 in total (ωB97M-V/def2-TZVPD).

Results
- E_HOMO: -9.50 eV
- Multiplicity: 1
- Charge: 0
- Gap between HOMO and LUMO: 0.3678 hartree
- SMILES string: CO.CO.CO.CO

Each atom is followed by the atoms it is bonded to, with distances in Å.
Atoms and positions in Å:
1 C 14.740 -20.757 -18.412  O2 1.394, H3 1.090, H4 1.090, H5 1.090
2 O 14.530 -20.660 -17.038  C1 1.394, H6 0.960
3 H 14.340 -19.889 -18.937  C1 1.090
4 H 15.699 -21.068 -18.827  C1 1.090
5 H 14.101 -21.557 -18.787  C1 1.090
6 H 15.135 -21.241 -16.572  O2 0.960
7 C 15.106 -23.653 -19.258  O8 1.378, H9 1.090, H10 1.090, H11 1.090
8 O 14.134 -23.536 -20.227  C7 1.378, H12 0.960
9 H 14.693 -23.987 -18.306  C7 1.090
10 H 15.874 -24.381 -19.520  C7 1.090
11 H 15.611 -22.704 -19.076  C7 1.090
12 H 14.496 -23.206 -21.052  O8 0.960
13 C 16.319 -22.735 -23.286  O14 1.477, H15 1.090, H16 1.090, H17 1.090
14 O 15.522 -22.347 -22.104  C13 1.477, H18 0.960
15 H 16.100 -23.739 -23.649  C13 1.090
16 H 16.002 -22.133 -24.137  C13 1.090
17 H 17.401 -22.669 -23.166  C13 1.090
18 H 15.667 -21.400 -22.048  O14 0.960
19 C 18.125 -24.667 -19.002  O20 1.380, H21 1.090, H22 1.090, H23 1.090
20 O 18.146 -25.400 -20.170  C19 1.380, H24 0.960
21 H 17.084 -24.464 -18.749  C19 1.090
22 H 18.641 -25.031 -18.113  C19 1.090
23 H 18.595 -23.686 -19.070  C19 1.090
24 H 19.084 -25.537 -20.324  O20 0.960

Name the most stable of them. arrangement a.

Arrangement a

Entry from the OMol25 dataset: a cluster of 2 separate species, C2H7NO3 in total (ωB97M-V/def2-TZVPD).

Results
- E_HOMO: -10.19 eV
- Multiplicity: 1
- Charge: 0
- Gap between HOMO and LUMO: 0.3874 hartree
- SMILES string: CNC(=O)O.O

Each atom is followed by the atoms it is bonded to, with distances in Å.
Atoms and positions in Å:
1 C -0.516 -1.252 2.026  N2 1.517, H6 1.083, H7 1.102, H8 1.153
2 N 0.600 -0.695 1.162  C1 1.517, C3 1.340, H9 1.059
3 C 0.496 -0.134 -0.050  N2 1.340, O4 1.376, O5 1.236
4 O -0.156 -0.889 -0.997  C3 1.376, H10 1.012
5 O 0.959 0.994 -0.252  C3 1.236
6 H -0.715 -0.401 2.667  C1 1.083
7 H -0.157 -2.071 2.671  C1 1.102
8 H -1.404 -1.532 1.347  C1 1.153
9 H 1.182 0.020 1.683  N2 1.059
10 H -0.801 -0.214 -1.388  O4 1.012
11 H -0.185 1.784 -3.620  O13 1.003
12 H 0.393 1.943 -2.201  O13 0.990
13 O 0.304 2.447 -3.048  H11 1.003, H12 0.990

Arrangement b

Entry from the OMol25 dataset: a cluster of 2 separate species, C2H7NO3 in total (ωB97M-V/def2-TZVPD).

Results
- E_HOMO: -9.29 eV
- Multiplicity: 1
- Charge: 0
- Gap between HOMO and LUMO: 0.3601 hartree
- SMILES string: NCC(=O)O.O

Each atom is followed by the atoms it is bonded to, with distances in Å.
Atoms and positions in Å:
1 O -1.240 -0.142 -2.296  C2 1.199
2 C -0.550 -0.379 -1.345  O1 1.199, O3 1.350, C4 1.537
3 O -0.974 -1.049 -0.253  C2 1.350, H6 0.965
4 C 0.907 0.090 -1.191  C2 1.537, N5 1.433, H7 1.085, H8 1.087
5 N 1.141 0.786 0.039  C4 1.433, H9 1.008, H10 1.005
6 H -1.916 -0.937 -0.073  O3 0.965
7 H 1.561 -0.771 -1.283  C4 1.085
8 H 1.017 0.688 -2.092  C4 1.087
9 H 1.018 0.086 0.752  N5 1.008
10 H 0.592 1.611 0.213  N5 1.005
11 H -0.093 0.673 2.606  O13 0.961
12 H -0.639 -0.776 2.609  O13 0.961
13 O -0.823 0.120 2.314  H11 0.961, H12 0.961

Name the most stable of them. arrangement b.